Entry from the Open Molecules 2025 dataset: a molecular structure, C34H47ClN2OPSSi3V (wB97M-V/def2-TZVPD).

```
! wB97M-V def2-TZVPD RIJCOSX def2/J DEFGRID3
* xyz 1 4
V -0.86376 0.22436 -0.07706
C 1.21391 -4.25593 1.16700
O 0.67267 -2.92368 1.15973
Si -0.96866 -2.79794 1.34374
C -1.27934 -3.90703 2.84439
C -1.70514 -3.58087 -0.18968
C -1.28268 -0.91421 1.54822
Si -0.36544 -0.19261 2.97291
C 1.49459 -0.34251 3.10838
C -0.56945 1.71424 3.22761
C -0.77484 -0.71776 4.75736
Si -3.21617 -0.60370 1.97134
C -3.88273 0.12146 0.36343
C -3.63876 0.79141 3.22559
C -4.09701 -2.20828 2.39376
H 1.15285 -4.68049 2.18851
H 2.30345 -4.18345 0.81869
H 0.70583 -4.98087 0.45665
H -1.77836 -4.85961 2.55136
H -1.84798 -3.46879 3.70554
H -0.33714 -4.24616 3.29114
H -2.22191 -4.50625 0.05766
H -0.94906 -3.81413 -0.89363
H -2.45417 -2.90017 -0.55511
H 1.80393 0.46695 3.75014
H 1.93000 -0.16466 2.16415
H 1.90941 -1.34954 3.46179
H -1.44468 2.13401 2.78625
H 0.33357 2.30028 3.05426
H -0.79171 1.71716 4.33394
H -0.58610 -1.74103 5.00631
H -1.74717 -0.36411 5.13616
H -0.10603 -0.18429 5.45804
H -3.05019 0.58110 -0.17856
H -4.68487 0.79826 0.71338
H -4.31698 -0.57820 -0.32794
H -4.57722 0.64619 3.75669
H -3.75732 1.67131 2.58707
H -2.81529 1.07898 3.91682
H -3.77792 -3.02945 1.73062
H -5.17561 -2.03314 2.27922
H -3.93486 -2.61762 3.35986
Cl -1.76400 -0.78578 -2.13563
C -0.44015 -1.86589 -2.79846
C -0.74042 -2.78561 -3.79913
C 0.21573 -3.76512 -4.15585
C 1.38591 -3.77347 -3.46563
C 1.75266 -2.78145 -2.54724
C 0.80159 -1.73727 -2.23567
P 1.12612 -0.10601 -1.44028
C 2.76044 -0.00814 -0.66881
C 3.30657 1.27741 -0.63155
C 4.46767 1.53467 0.08473
C 5.20150 0.45045 0.48151
C 4.68668 -0.84062 0.44955
C 3.42017 -1.08565 -0.05651
C 1.32610 0.75388 -3.01941
C 1.14818 2.14510 -2.92778
C 1.34256 2.93580 -4.02254
C 1.72226 2.34055 -5.21441
C 2.07475 0.98201 -5.25698
C 1.87819 0.14122 -4.20157
H -1.64054 -2.67565 -4.38544
H 0.02579 -4.54091 -4.91866
H 2.06115 -4.62006 -3.62405
H 2.62694 -2.88282 -1.96927
H 2.85891 2.09419 -1.17403
H 4.80317 2.53180 0.25016
H 6.17888 0.66385 0.91266
H 5.26643 -1.70835 0.74798
H 2.90743 -2.04241 -0.03272
H 0.84071 2.58594 -1.89870
H 1.04254 3.97050 -4.06050
H 1.76108 2.91309 -6.16598
H 2.36450 0.63051 -6.24076
H 2.04167 -0.92859 -4.26778
N 0.66700 6.37790 -1.78973
C -0.57107 6.19895 -1.31826
S -1.77295 7.38196 -1.36407
C -0.76120 4.91392 -0.67450
C -2.01706 4.40633 -0.52708
C -2.22511 3.06285 -0.15962
N -1.14266 2.24551 0.04374
C 0.04232 2.89571 0.29746
C 0.32732 4.21578 -0.04730
H 0.81519 7.05362 -2.50193
H 1.33558 5.60649 -1.79249
H -2.89006 4.99384 -0.82449
H -3.17562 2.54083 -0.18581
H 0.74759 2.26280 0.80983
H 1.28791 4.72708 -0.00275
*
```

Output
Gap between HOMO and LUMO (spin up / spin down) in eV: 5.872 / 7.274
Relative energy (zero: lowest compared OMol25 entry of this formula, charge and spin) in kcal/mol: 0.00
⟨S²⟩: 3.77

Entry from the Open Molecules 2025 dataset: a molecular structure, C44H43BBrCl76I3N2O5PS (wB97M-V/def2-TZVPD).

```
! wB97M-V def2-TZVPD RIJCOSX def2/J DEFGRID3
* xyz 1 1
C -0.24189 -2.30314 -5.79416
C -0.83553 -1.44443 -4.59104
C -1.06265 -2.19904 -3.18072
I -1.19507 -4.31183 -3.65373
C 0.03611 -1.79422 -2.03089
P 1.66610 -1.92463 -3.01365
C 3.07433 -0.89017 -2.19200
C 2.48395 -3.65061 -2.98485
C 3.68455 -3.60350 -4.08422
C -0.23389 -0.20645 -1.85457
C -0.45341 0.40499 -0.39714
B 0.32532 1.86917 -0.53413
O -0.40077 3.12764 -0.45577
O 1.71488 2.01332 -0.81583
C 2.02715 3.24227 -1.52534
C -1.96377 0.84668 -0.04813
I -3.68699 0.72228 -1.42307
C -2.33961 1.39269 1.23014
C -1.32871 1.67656 2.40758
I -4.42622 1.93960 1.71864
C 0.14869 -0.53442 0.72213
O 1.18105 0.24041 1.40832
N 0.68899 -1.85972 0.36058
C 1.10492 -2.63393 1.58178
C 2.65835 -3.09980 1.55575
C 2.94296 -3.61589 3.07103
C 3.44019 -5.14286 3.12526
O 4.72267 -5.10494 3.84641
C 4.90299 -6.34564 4.49863
C 5.67033 -6.28864 5.90345
O 4.52846 -7.40961 3.99257
C -0.10902 -2.65924 -0.67534
C -1.66736 -2.75750 -0.33765
C -2.14858 -2.96123 1.14786
C -2.65296 -4.45217 1.53686
Br -3.84445 -1.87287 1.37341
N 0.59532 -3.95811 -0.71224
C -0.03848 -5.01451 -0.43274
S -0.88606 -6.42165 -0.68950
H -1.01026 -2.93370 -6.35480
H 0.10842 -1.53213 -6.57646
H 0.70796 -2.88596 -5.54178
H -1.87258 -1.10395 -4.95917
H -0.22732 -0.49112 -4.52941
H -2.11709 -1.88402 -2.85717
H 2.86890 0.21954 -2.22841
H 3.39520 -1.29705 -1.18454
H 3.96407 -1.06574 -2.89846
H 2.93196 -3.87453 -1.96450
H 1.80643 -4.48775 -3.31849
H 4.70043 -3.79319 -3.58909
H 3.52386 -4.47432 -4.81466
H 3.63027 -2.66292 -4.71510
H -1.12296 0.14646 -2.49309
H 0.63376 0.33252 -2.38623
H -0.22116 3.51225 0.42462
H 3.14314 3.18876 -1.78363
H 1.90267 4.17394 -0.88881
H 1.42505 3.27849 -2.49168
H -0.91192 0.73739 2.91883
H -0.43691 2.32809 2.14962
H -1.86975 2.23432 3.25137
H -0.65907 -0.69904 1.51275
H 1.02668 0.17390 2.37369
H 1.59838 -1.68520 -0.12983
H 1.03993 -2.02309 2.55336
H 0.42343 -3.52216 1.82752
H 2.83097 -3.93526 0.80991
H 3.27534 -2.16566 1.36361
H 3.64436 -2.89675 3.60048
H 1.96550 -3.59351 3.67652
H 2.65747 -5.75788 3.67572
H 3.61853 -5.57766 2.09588
H 5.59989 -5.22670 6.31789
H 6.76678 -6.46911 5.67804
H 5.20967 -7.01804 6.62849
H -2.23367 -3.53020 -0.97200
H -2.14104 -1.77259 -0.69846
H -1.50629 -2.61911 2.00330
H -1.72024 -5.04043 1.85923
H -3.13459 -4.94000 0.62651
H -3.40988 -4.45070 2.37619
C -1.35389 -6.07385 -8.23875
Cl -2.17499 -4.53147 -8.55702
Cl 0.37609 -5.77863 -7.96694
Cl -2.05493 -6.83195 -6.79307
Cl -1.56123 -7.15255 -9.63205
C -5.36882 -3.29063 -3.58930
Cl -4.45736 -2.58830 -2.23303
Cl -5.66009 -5.01414 -3.27821
Cl -6.92243 -2.45046 -3.75693
Cl -4.43423 -3.10897 -5.08856
C -1.28795 2.72574 6.60447
Cl -0.77901 4.36470 6.14488
Cl -0.21910 1.53556 5.82939
Cl -1.19013 2.54789 8.36706
Cl -2.96072 2.45413 6.07265
C -7.01562 -8.76825 -4.94434
Cl -7.04387 -8.55752 -3.18084
Cl -7.09019 -10.49751 -5.33546
Cl -8.41150 -7.93764 -5.66147
Cl -5.51634 -8.07629 -5.59923
C 3.86520 1.72112 6.77933
Cl 3.74788 0.66538 8.20103
Cl 3.02256 0.96379 5.40961
Cl 3.11283 3.28760 7.14023
Cl 5.57234 1.96503 6.36061
C -9.72849 -3.58488 -7.03157
Cl -9.23650 -5.22949 -6.57756
Cl -11.50037 -3.47946 -7.06476
Cl -9.08629 -2.43649 -5.83961
Cl -9.08176 -3.19599 -8.63845
C -1.17580 8.53875 4.55694
Cl -1.10057 9.76680 5.83973
Cl 0.09839 8.85090 3.35822
Cl -0.93719 6.92566 5.26477
Cl -2.76456 8.60692 3.76749
C 4.25357 6.00034 0.71054
Cl 4.54484 5.64827 -1.00599
Cl 4.62486 4.55984 1.68135
Cl 5.28998 7.34430 1.22682
Cl 2.54840 6.44607 0.94080
C 5.19323 9.21624 -2.93938
Cl 5.02157 10.98130 -2.86575
Cl 5.57320 8.72714 -4.60325
Cl 6.50568 8.70423 -1.85903
Cl 3.67148 8.45176 -2.43176
C 8.11455 -4.61362 -2.50170
Cl 7.98711 -5.66240 -1.07459
Cl 7.30984 -5.39121 -3.88091
Cl 7.33532 -3.05203 -2.16053
Cl 9.82455 -4.34850 -2.89170
C 1.19910 13.12305 3.71166
Cl 0.97736 12.82323 1.97518
Cl 2.91320 12.92631 4.13210
Cl 0.68072 14.77679 4.09801
Cl 0.22501 11.96299 4.63999
C 4.19768 -6.80132 9.76374
Cl 4.13295 -7.85022 11.19314
Cl 3.34928 -7.58830 8.41571
Cl 3.41326 -5.25121 10.13098
Cl 5.89418 -6.51438 9.31694
C 6.77229 -5.61602 -7.78582
Cl 7.05507 -5.96152 -9.50317
Cl 7.18007 -7.04921 -6.81824
Cl 7.78945 -4.25114 -7.28158
Cl 5.06241 -5.20288 -7.53699
C -8.15249 1.55298 4.01657
Cl -9.88876 1.22889 3.84711
Cl -7.29086 0.02848 4.31140
Cl -7.54036 2.29841 2.52376
Cl -7.88545 2.65597 5.38006
C -2.58057 6.33195 -0.23248
Cl -1.63314 7.02856 1.09762
Cl -2.87660 4.61314 0.09906
Cl -4.12847 7.18869 -0.36791
Cl -1.67698 6.49635 -1.75286
C 12.53446 -6.65604 -4.97532
Cl 13.40663 -6.49653 -6.51279
Cl 13.24204 -7.97918 -4.02712
Cl 12.66389 -5.13808 -4.06161
Cl 10.82348 -7.00717 -5.29869
C -5.96447 10.67795 -0.45772
Cl -6.13754 12.44331 -0.36933
Cl -5.62068 10.19998 -2.13280
Cl -4.62860 10.15932 0.59106
Cl -7.47143 9.90826 0.08002
C -8.92464 15.96041 -0.47699
Cl -7.92145 17.09184 -1.40746
Cl -9.26718 16.65049 1.12282
Cl -10.45091 15.67613 -1.33829
Cl -8.05782 14.42071 -0.28532
C -8.21702 2.02069 9.38690
Cl -8.31240 0.97229 10.81620
Cl -9.05980 1.24934 8.02820
Cl -8.98007 3.58273 9.74606
Cl -6.51311 2.27965 8.95484
*
```

Output
Gap between HOMO and LUMO in eV: 7.797

Entry from the Open Molecules 2025 dataset: a molecular structure, C4H7NO2 (wB97M-V/def2-TZVPD).

```
! wB97M-V def2-TZVPD RIJCOSX def2/J DEFGRID3
* xyz 0 1
O 2.17787 0.00978 0.66687
C 0.79548 0.02628 0.77730
C 0.12276 1.16738 0.03197
N -1.25645 0.78307 0.04178
C -1.31302 -0.63569 -0.32218
C 0.10330 -1.10199 0.01326
O 0.66023 -2.10720 -0.36152
H 2.40657 -0.78881 0.16884
H 0.48671 -0.04901 1.83501
H 0.54140 2.11420 -0.18323
H 0.77697 1.18691 -1.16426
H -1.93620 1.39989 -0.37277
H -1.50720 -0.80859 -1.39057
H -2.05842 -1.19621 0.25951
*
```

Output
Gap between HOMO and LUMO in eV: 9.878
Relative energy (zero: lowest compared OMol25 entry of this formula, charge and spin) in kcal/mol: 72.11

Entry from the Open Molecules 2025 dataset: C3H7NOS in the gas phase (wB97M-V/def2-TZVPD).

```
! wB97M-V def2-TZVPD RIJCOSX def2/J DEFGRID3
* xyz 0 1
O -0.62459 2.18240 2.57374
C -0.55962 1.78731 1.23574
C 0.09678 0.41897 1.10418
N 0.22787 -0.01491 -0.22157
C 0.24556 -1.26175 -0.66234
S 0.31726 -1.79017 -2.23026
H 0.28663 2.50763 2.73706
H -1.60319 1.73892 0.82461
H -0.01043 2.53822 0.61704
H -0.44169 -0.32650 1.68269
H 1.10121 0.46889 1.60133
H 0.20016 0.73427 -0.88875
H 0.09653 -2.04074 0.00581
*
```

Output
Gap between HOMO and LUMO in eV: 8.874
Relative energy (zero: lowest compared OMol25 entry of this formula, charge and spin) in kcal/mol: 32.21

Entry from the Open Molecules 2025 dataset: C18H34N2O6 in the gas phase (wB97M-V/def2-TZVPD).

```
! wB97M-V def2-TZVPD RIJCOSX def2/J DEFGRID3
* xyz 0 1
C -2.68679 4.11233 0.15806
C -2.39741 3.27158 -1.08628
C -2.75804 1.80721 -0.83628
C -3.15047 3.82660 -2.29466
O -0.96839 3.40445 -1.27634
C -0.35741 2.78668 -2.30398
O -0.87988 2.09598 -3.14460
N 0.96633 3.08659 -2.27810
C 1.92186 2.39814 -3.11044
C 2.68224 1.30718 -2.34968
C 1.73224 0.23057 -1.82977
C 2.45819 -0.94701 -1.17281
C 3.03178 -0.57916 0.21203
C 3.85221 -1.71024 0.85487
C 3.23826 -2.22841 2.15992
N 1.94292 -2.83243 1.95883
C 0.79932 -2.23618 2.36178
O 0.74983 -1.26901 3.08363
O -0.26256 -2.90112 1.84901
C -1.60958 -2.54380 2.24840
C -1.92450 -1.09807 1.86363
C -1.78017 -2.76027 3.75167
C -2.50105 -3.51077 1.46605
C 1.52347 -2.11460 -0.95504
O 1.86544 -3.27193 -0.97348
O 0.27976 -1.74439 -0.66882
H -2.39663 5.14534 -0.01432
H -2.12198 3.73125 1.00470
H -3.74637 4.07511 0.39230
H -2.19391 1.42582 0.01205
H -3.81946 1.72204 -0.62142
H -2.52448 1.21053 -1.71369
H -4.21953 3.80153 -2.10298
H -2.93370 3.23050 -3.17654
H -2.84852 4.85485 -2.48231
H 1.30494 3.59049 -1.47371
H 1.35128 1.95588 -3.92998
H 2.62678 3.12879 -3.51915
H 3.41174 0.85961 -3.02701
H 3.22683 1.76664 -1.52230
H 1.03749 0.66551 -1.11017
H 1.13924 -0.14011 -2.66821
H 3.27587 -1.28979 -1.81471
H 3.65982 0.30309 0.09146
H 2.20350 -0.30603 0.86885
H 3.93781 -2.54680 0.15918
H 4.86133 -1.36200 1.07829
H 3.90785 -2.97055 2.60708
H 3.09418 -1.40968 2.86885
H 1.87739 -3.58592 1.28990
H -1.72463 -0.93555 0.80666
H -2.97253 -0.89044 2.06121
H -1.31112 -0.41604 2.44554
H -2.80697 -2.55298 4.03927
H -1.53971 -3.78917 4.01085
H -1.11897 -2.09549 4.30071
H -3.53389 -3.39528 1.78046
H -2.18794 -4.53532 1.64961
H -2.43905 -3.31389 0.39826
H -0.24425 -2.51185 -0.37634
*
```

Output
Gap between HOMO and LUMO in eV: 10.288
Relative energy (zero: lowest compared OMol25 entry of this formula, charge and spin) in kcal/mol: 5.00

Entry from the Open Molecules 2025 dataset: a molecular structure, C3H5BrS (wB97M-V/def2-TZVPD).

```
! wB97M-V def2-TZVPD RIJCOSX def2/J DEFGRID3
* xyz 0 1
C -0.20757 1.25985 1.12847
C 0.50813 -0.86842 -0.80841
C -0.84734 -0.81956 -0.40131
S 1.31584 1.53069 0.62860
Br -0.92608 2.48520 2.36682
H 0.67054 -0.89594 -1.90123
H 0.88146 0.16791 -0.36429
H 1.21866 -1.47915 -0.25556
H -1.56217 -0.29782 -0.98143
H -1.05146 -1.08276 0.58835
*
```

Output
Gap between HOMO and LUMO (spin up / spin down) in eV: 7.858 / 7.859
Relative energy (zero: lowest compared OMol25 entry of this formula, charge and spin) in kcal/mol: 92.47

Entry from the Open Molecules 2025 dataset: a molecular structure, C19H28BF4O2Ti (wB97M-V/def2-TZVPD).

```
! wB97M-V def2-TZVPD RIJCOSX def2/J DEFGRID3
* xyz -1 3
O 2.11040 1.49511 -3.44269
C 0.74406 1.88168 -4.37227
C 1.62556 2.65975 -5.30432
H 0.05272 2.39303 -3.68771
H 0.31903 0.94308 -4.78217
C 2.90872 2.23889 -4.57869
H 1.41877 3.72956 -5.23822
H 1.55674 2.29707 -6.30357
C 3.68651 3.47884 -4.17279
H 2.99718 4.27070 -3.86328
H 4.12790 3.83675 -5.10855
H 4.48866 3.37165 -3.43017
C 3.86189 1.25277 -5.18728
H 3.33698 0.56119 -5.83183
H 4.41477 0.67249 -4.44691
H 4.61375 1.78035 -5.78342
Ti 1.67093 1.28739 -1.56816
C 0.77749 -0.27356 -0.30467
C -0.61380 -0.61712 -0.47385
C -0.72626 -1.55873 -1.49129
H -1.44549 -0.21770 0.10021
C 0.54848 -1.78079 -2.06565
C 1.50809 -0.93544 -1.38566
H 2.61864 -0.94393 -1.47813
H 1.18161 0.04809 0.65907
H -1.65262 -2.04830 -1.74388
H 0.81805 -2.60866 -2.72004
C 2.12698 2.11038 0.59247
C 3.27412 1.46613 -0.01869
C 3.61356 2.24227 -1.18074
H 3.70346 0.53784 0.34721
C 2.61460 3.30744 -1.30007
C 1.69635 3.19574 -0.22569
H 0.85034 3.83104 -0.01255
H 1.67791 1.89277 1.55914
H 4.50162 2.06723 -1.76502
H 2.70025 4.14798 -1.97262
O -0.78468 -1.03026 -4.47155
C 0.11281 -1.52112 -5.47610
C -0.75013 -2.03509 -6.64266
H 0.70071 -2.31718 -5.00392
H 0.85247 -0.73233 -5.80828
C -2.22184 -1.54481 -6.28704
H -0.75794 -3.11754 -6.74094
H -0.37776 -1.53765 -7.53491
C -2.13515 -1.25757 -4.75636
H -2.99223 -2.30150 -6.51745
H -2.43921 -0.54545 -6.76178
H -2.50889 -2.08227 -4.11253
H -2.67315 -0.35181 -4.50045
F -0.10299 1.65864 -1.86986
B -0.52832 0.71075 2.69668
F -1.59820 -0.01913 3.01674
F 0.70601 0.21510 2.90029
F -0.67274 1.92093 2.13614
*
```

Output
Gap between HOMO and LUMO (spin up / spin down) in eV: 3.196 / 5.311
Relative energy (zero: lowest compared OMol25 entry of this formula, charge and spin) in kcal/mol: 44.05
⟨S²⟩: 2.02

Entry from the Open Molecules 2025 dataset: 2 unconnected molecules or ions with the total composition C3H6NO2 (wB97M-V/def2-TZVPD).

```
! wB97M-V def2-TZVPD RIJCOSX def2/J DEFGRID3
* xyz -1 1
C -0.15205 2.37459 0.32105
C -0.78795 0.16377 0.28949
N -1.15341 1.40953 0.43925
H -0.43041 3.39740 0.67194
H 0.72644 2.28362 0.98063
H 0.14418 2.56985 -0.76002
H -1.39578 -0.70061 0.86220
H 0.12287 -0.20967 -0.10223
O 0.60498 -3.99789 -1.07586
C 0.78599 -2.79497 -0.62841
O 1.62018 -1.89803 -1.01180
H -0.08504 -2.59760 0.01376
*
```

Output
Gap between HOMO and LUMO in eV: 7.633
Relative energy (zero: lowest compared OMol25 entry of this formula, charge and spin) in kcal/mol: 57.85